Entry 1:
# BrZn2

BrZn2 as an isolated structure (ωB97M-V/def2-TZVPD, the Open Molecules 2025 dataset).

The calculation puts the relative energy (zero: lowest compared OMol25 entry of this formula, charge and spin) at 0.00 kcal per mole. For the HOMO-LUMO gap, the calculation gives 8.79 eV. As for the total charge: +3. As for the LUMO energy: -18.33 eV.

Positions of all 3 atoms, in Å:
Zn: -15.749 3.413 -5.306
Zn: -15.246 -0.622 -4.457
Br: -14.424 1.511 -5.065

=====

Entry 2:
# C32H30N3

A 2-piece molecular cluster, C32H30N3 overall (ωB97M-V/def2-TZVPD, the Open Molecules 2025 dataset).

For the HOMO-LUMO gap, the calculation gives 6.08 eV. As for the total charge: +1. As for the LUMO energy: -4.59 eV.

Positions of all 65 atoms, in Å:
C: 3.827 -2.236 1.486
N: 2.435 -2.634 1.446
C: 1.367 -1.800 1.354
C: 0.168 -2.554 1.465
C: -1.103 -2.004 1.489
C: -2.319 -2.773 1.465
C: -2.484 -3.841 0.551
C: -3.625 -4.635 0.571
C: -4.629 -4.403 1.524
C: -4.505 -3.319 2.407
C: -3.388 -2.489 2.354
C: 0.590 -3.957 1.631
C: -0.048 -5.158 1.916
C: 0.706 -6.343 2.006
C: 2.110 -6.314 1.941
C: 2.780 -5.094 1.752
C: 2.002 -3.958 1.579
H: 4.418 -3.147 1.585
H: 4.117 -1.711 0.566
H: 4.034 -1.580 2.345
H: 1.447 -0.723 1.237
H: -1.166 -0.923 1.587
H: -1.691 -4.029 -0.176
H: -3.717 -5.458 -0.138
H: -5.501 -5.061 1.574
H: -5.281 -3.129 3.150
H: -3.278 -1.636 3.026
H: -1.124 -5.168 2.079
H: 0.201 -7.303 2.138
H: 2.689 -7.232 2.040
H: 3.864 -5.006 1.725
C: -0.506 6.808 -3.273
C: -0.472 5.571 -3.926
C: -0.739 4.396 -3.222
C: -1.039 4.449 -1.859
C: -1.369 3.197 -1.103
N: -0.482 2.931 0.028
C: -1.079 2.838 1.355
C: -0.075 1.977 2.095
N: 0.715 1.297 1.031
C: 0.556 2.014 -0.057
C: 1.355 1.981 -1.312
C: 1.143 0.945 -2.223
C: 1.871 0.929 -3.413
C: 2.811 1.931 -3.685
C: 2.985 2.987 -2.780
C: 2.246 3.026 -1.599
C: -1.085 5.680 -1.203
C: -0.814 6.856 -1.908
H: -0.306 7.729 -3.826
H: -0.247 5.515 -4.990
H: -0.724 3.419 -3.710
H: -2.371 3.310 -0.666
H: -1.376 2.335 -1.789
H: -1.171 3.835 1.791
H: -2.073 2.372 1.284
H: 0.608 2.631 2.667
H: -0.584 1.287 2.782
H: 0.409 0.174 -1.986
H: 1.693 0.135 -4.138
H: 3.396 1.905 -4.611
H: 3.691 3.786 -3.003
H: 2.349 3.854 -0.898
H: -1.356 5.707 -0.144
H: -0.855 7.811 -1.386

=====

Entry 3:
# C60H43I4N4OSiTi

C60H43I4N4OSiTi as an isolated structure (ωB97M-V/def2-TZVPD, the Open Molecules 2025 dataset).

As for the expectation value of S²: 2.0521. For the HOMO-LUMO gap (alpha / beta), the calculation gives 4.91 / 5.48 eV. As for the total charge: -1. As for the LUMO energy (alpha / beta): 1.65 / 0.91 eV. Its multiplicity is 3.

Positions of all 114 atoms, in Å:
Ti: -5.999 -23.820 -7.862
I: -4.188 -14.938 -11.257
C: -4.480 -16.948 -10.773
C: -4.127 -17.929 -11.669
C: -4.178 -19.259 -11.272
C: -4.672 -19.590 -10.048
C: -4.995 -18.614 -9.083
C: -4.897 -17.250 -9.464
C: -4.971 -20.990 -9.625
C: -4.089 -21.595 -8.771
C: -2.870 -20.962 -8.399
C: -2.264 -21.836 -7.468
C: -3.103 -22.966 -7.319
C: -2.895 -24.014 -6.451
C: -1.732 -23.870 -5.553
C: -1.956 -23.681 -4.168
C: -0.971 -23.837 -3.236
C: 0.320 -24.067 -3.695
I: 1.813 -24.405 -2.304
C: 0.652 -24.290 -4.998
C: -0.393 -24.209 -5.920
C: -3.705 -25.061 -6.307
N: -4.976 -25.267 -6.842
C: -5.505 -26.431 -6.410
C: -6.744 -26.974 -6.588
C: -7.237 -28.152 -5.907
C: -7.241 -28.140 -4.475
C: -7.799 -29.203 -3.726
C: -8.388 -30.252 -4.481
I: -8.765 -32.073 -3.442
C: -8.383 -30.306 -5.849
C: -7.775 -29.250 -6.598
C: -7.681 -26.487 -7.549
C: -8.878 -26.929 -7.936
C: -9.349 -26.200 -9.005
C: -8.392 -25.230 -9.291
N: -7.354 -25.347 -8.385
C: -8.556 -24.212 -10.229
C: -7.738 -23.172 -10.406
C: -7.873 -22.049 -11.440
C: -6.846 -21.167 -11.164
C: -6.039 -21.726 -10.031
N: -6.565 -22.908 -9.681
C: -9.775 -24.330 -11.055
C: -10.691 -23.281 -11.147
C: -11.714 -23.297 -12.135
C: -11.816 -24.362 -13.024
I: -13.418 -24.248 -14.325
C: -10.973 -25.452 -12.919
C: -10.014 -25.467 -11.912
C: -4.444 -27.180 -5.587
C: -3.398 -26.323 -5.551
N: -4.179 -22.708 -8.116
H: -3.629 -17.654 -12.602
H: -3.866 -20.003 -12.020
H: -5.437 -18.858 -8.119
H: -5.170 -16.466 -8.763
H: -2.517 -20.042 -8.892
H: -1.316 -21.729 -6.947
H: -2.933 -23.359 -3.844
H: -1.163 -23.828 -2.197
H: 1.654 -24.589 -5.386
H: -0.163 -24.457 -6.970
H: -6.887 -27.247 -4.005
H: -7.797 -29.231 -2.656
H: -8.832 -31.200 -6.308
H: -7.686 -29.408 -7.684
H: -9.329 -27.779 -7.460
H: -10.300 -26.315 -9.546
H: -8.645 -22.082 -12.147
H: -6.655 -20.193 -11.604
H: -10.527 -22.405 -10.485
H: -12.394 -22.399 -12.309
H: -11.007 -26.296 -13.636
H: -9.318 -26.276 -11.962
H: -4.652 -28.190 -5.159
H: -2.431 -26.564 -5.105
C: -10.242 -23.205 -7.005
C: -9.666 -21.750 -6.773
C: -10.764 -20.901 -6.139
C: -9.270 -21.086 -8.187
Si: -8.090 -21.995 -5.815
O: -7.001 -22.877 -6.519
C: -8.346 -22.926 -4.299
C: -8.499 -24.287 -4.517
C: -8.803 -25.138 -3.487
C: -8.850 -24.658 -2.216
C: -8.679 -23.293 -1.986
C: -8.412 -22.442 -2.987
C: -7.216 -20.309 -5.411
C: -7.796 -19.163 -4.807
C: -7.032 -17.999 -4.563
C: -5.719 -17.892 -4.949
C: -5.107 -19.015 -5.522
C: -5.873 -20.182 -5.764
H: -10.874 -23.272 -7.896
H: -10.792 -23.522 -6.139
H: -9.429 -23.933 -7.200
H: -11.597 -20.946 -6.838
H: -10.559 -19.846 -6.105
H: -11.156 -21.266 -5.189
H: -10.174 -21.153 -8.773
H: -8.474 -21.567 -8.721
H: -8.988 -20.080 -8.016
H: -8.312 -24.698 -5.534
H: -8.987 -26.226 -3.607
H: -9.128 -25.350 -1.394
H: -8.817 -22.967 -0.961
H: -8.316 -21.427 -2.756
H: -8.850 -19.173 -4.487
H: -7.527 -17.123 -3.979
H: -5.253 -16.959 -4.679
H: -4.095 -19.151 -5.894
H: -5.323 -20.956 -6.201

=====

Entry 4:
# C4H12FO4Sr

C4H12FO4Sr as an isolated structure (ωB97M-V/def2-TZVPD, the Open Molecules 2025 dataset).

The calculation puts the relative energy (zero: lowest compared OMol25 entry of this formula, charge and spin) at 164.14 kcal per mole. For the HOMO-LUMO gap, the calculation gives 6.65 eV. As for the total charge: +1. As for the LUMO energy: -6.09 eV.

Positions of all 22 atoms, in Å:
Sr: 0.966 2.959 -0.209
F: 0.484 1.138 -0.130
C: 0.515 -0.535 2.062
C: 1.660 -1.060 1.156
O: 2.213 0.096 0.482
O: -0.591 0.068 1.417
H: 0.781 0.025 2.959
H: 0.160 -1.376 2.658
H: 1.287 -1.784 0.431
H: 2.394 -1.496 1.833
H: 1.570 0.616 -0.005
H: -0.284 0.654 0.721
C: -1.113 -0.824 -1.703
C: -1.654 0.607 -1.519
O: -1.641 1.092 -0.208
O: 0.242 -0.612 -1.534
H: -1.300 -1.311 -2.660
H: -1.561 -1.475 -0.951
H: -2.668 0.718 -1.905
H: -1.099 1.286 -2.166
H: -0.739 1.178 0.110
H: 0.380 0.037 -0.840

=====

Entry 5:
# C6H10O

The molecule C6H10O (ωB97M-V/def2-TZVPD, the Open Molecules 2025 dataset).

The calculation puts the relative energy (zero: lowest compared OMol25 entry of this formula, charge and spin) at 63.79 kcal per mole. For the HOMO-LUMO gap, the calculation gives 9.11 eV. As for the total charge: 0. As for the LUMO energy: 0.67 eV.

Positions of all 17 atoms, in Å:
C: 2.458 0.066 0.243
C: 0.956 0.198 0.123
C: 0.118 -0.830 0.343
C: -1.387 -0.878 0.146
C: -1.916 -0.099 -1.061
C: 0.542 1.549 -0.332
O: -0.100 2.178 0.626
H: 2.865 0.766 0.984
H: 2.932 0.303 -0.715
H: 2.735 -0.951 0.537
H: 0.579 -1.775 0.640
H: -1.901 -0.537 1.057
H: -1.662 -1.934 0.030
H: -2.988 -0.286 -1.189
H: -1.781 0.981 -0.957
H: -1.404 -0.418 -1.972
H: -0.199 1.627 1.435

=====

Entry 6:
# C21H48N4O3S

A 3-piece molecular cluster, C21H48N4O3S overall (ωB97M-V/def2-TZVPD, the Open Molecules 2025 dataset).

For the HOMO-LUMO gap, the calculation gives 8.07 eV. As for the total charge: 0. As for the LUMO energy: -0.02 eV.

Positions of all 77 atoms, in Å:
C: -3.640 -1.502 4.440
S: -2.669 -2.678 3.352
O: -2.883 -4.172 3.705
O: -1.156 -2.376 3.581
C: -3.185 -2.477 1.524
N: -4.676 -2.862 1.431
C: -4.796 -4.216 0.767
O: -5.812 -5.076 0.663
C: -3.324 -4.519 0.111
C: -2.165 -3.409 0.581
C: -1.610 -2.611 -0.740
C: 0.019 -2.446 -0.821
C: 0.715 -1.749 0.490
C: 0.544 -0.119 0.581
N: -0.811 0.407 0.162
H: -4.805 -1.658 4.398
H: -3.286 -1.486 5.577
H: -3.426 -0.400 4.037
H: -3.258 -1.328 1.210
H: -5.160 -2.249 0.708
H: -3.028 -5.600 0.520
H: -3.544 -4.635 -1.032
H: -1.451 -4.093 1.207
H: -2.214 -1.605 -0.819
H: -1.946 -3.260 -1.684
H: 0.464 -3.551 -0.885
H: 0.357 -1.927 -1.841
H: 1.888 -1.950 0.386
H: 0.396 -2.325 1.475
H: 1.350 0.457 -0.053
H: 0.698 0.233 1.711
H: -1.578 -0.020 0.742
H: -0.977 0.251 -0.865
C: 3.802 -0.696 3.616
C: 4.904 -0.357 2.616
N: 4.869 1.027 2.135
C: 5.747 1.262 0.984
C: 7.249 1.105 1.197
C: 4.896 2.071 3.161
C: 6.085 2.091 4.118
H: 2.812 -0.476 3.205
H: 3.835 -1.762 3.859
H: 3.920 -0.146 4.556
H: 4.771 -1.032 1.760
H: 5.872 -0.607 3.062
H: 5.551 2.262 0.576
H: 5.446 0.573 0.183
H: 7.669 1.951 1.744
H: 7.756 1.071 0.227
H: 7.503 0.183 1.728
H: 3.981 1.990 3.760
H: 4.813 3.056 2.684
H: 6.347 1.097 4.486
H: 5.841 2.707 4.992
H: 6.966 2.537 3.656
C: -0.675 4.173 -4.522
C: -1.439 2.930 -4.969
N: -1.926 2.099 -3.865
C: -2.409 0.783 -4.299
C: -3.635 0.746 -5.205
C: -2.761 2.769 -2.867
C: -4.042 3.442 -3.354
H: 0.160 3.910 -3.865
H: -0.266 4.692 -5.394
H: -1.322 4.883 -3.996
H: -0.745 2.336 -5.579
H: -2.253 3.238 -5.634
H: -2.602 0.158 -3.418
H: -1.587 0.278 -4.823
H: -4.554 0.947 -4.650
H: -3.741 -0.254 -5.640
H: -3.565 1.455 -6.035
H: -2.152 3.528 -2.361
H: -3.018 2.061 -2.069
H: -3.893 4.016 -4.271
H: -4.402 4.140 -2.589
H: -4.839 2.717 -3.519

=====

| no. | F_max (eV/Å) |
| --- | --- |
| 1 | 0.8 |
| 2 | 2.7 |
| 3 | 5.6 |
| 4 | 7.5 |
| 5 | 0.4 |
| 6 | 8.6 |